Model one:
Molecular formula: C38H103N5O11
Method: DFT, ωB97M-V/def2-TZVPD

HOMO energy   -0.341 Eh
LUMO level   0.4 eV

```
157
Properties=species:S:1:pos:R:3:lowdin_charge:R:1
C 4.407 -27.195 6.085 -0.069
O 5.611 -27.188 6.857 -0.192
C 5.814 -25.978 7.492 -0.254
C 7.185 -25.993 8.235 -0.406
C 7.149 -27.244 9.195 -0.039
N 7.479 -24.712 8.872 0.039
H 4.453 -28.053 5.421 0.074
H 4.328 -26.233 5.490 0.097
H 3.574 -27.306 6.777 0.085
H 5.885 -25.161 6.798 0.099
H 5.021 -25.772 8.253 0.140
H 7.859 -26.239 7.414 0.130
H 6.694 -28.091 8.733 0.060
H 6.603 -26.956 10.092 0.079
H 8.158 -27.477 9.417 0.055
H 6.704 -24.569 9.538 0.079
H 8.289 -24.889 9.456 0.079
C 6.207 -25.483 1.752 -0.069
O 5.022 -25.157 0.943 -0.206
C 5.451 -24.170 -0.002 -0.216
C 4.231 -23.365 -0.484 -0.411
C 3.232 -24.350 -1.071 -0.055
N 4.493 -22.220 -1.374 0.071
H 7.045 -25.912 1.137 0.106
H 5.880 -26.185 2.514 0.073
H 6.620 -24.609 2.240 0.059
H 6.134 -23.475 0.470 0.105
H 6.009 -24.631 -0.886 0.147
H 3.881 -22.887 0.410 0.089
H 3.667 -24.922 -1.914 0.091
H 2.378 -23.839 -1.541 0.068
H 2.878 -25.144 -0.434 0.065
H 4.882 -21.463 -0.873 0.059
H 5.109 -22.450 -2.122 0.071
C 5.950 -16.761 1.765 -0.126
O 6.986 -16.805 2.689 -0.184
C 6.583 -16.958 4.058 -0.178
C 6.157 -18.338 4.451 -0.419
C 6.372 -18.498 5.964 -0.046
N 6.804 -19.452 3.714 0.065
H 6.339 -16.820 0.790 0.064
H 5.442 -15.772 1.862 0.104
H 5.165 -17.551 1.825 0.081
H 7.473 -16.605 4.584 0.132
H 5.686 -16.369 4.304 0.131
H 5.120 -18.441 4.336 0.083
H 6.049 -19.508 6.218 0.049
H 5.693 -17.853 6.557 0.091
H 7.392 -18.365 6.268 0.078
H 7.457 -20.004 4.252 0.048
H 7.440 -19.155 2.990 0.069
C -1.322 -21.568 6.787 -0.132
O -0.929 -22.911 7.013 -0.184
C -0.628 -23.491 5.711 -0.197
C -0.432 -24.991 5.850 -0.437
C 0.777 -25.228 6.752 -0.035
N -0.264 -25.574 4.540 0.062
H -2.371 -21.510 6.423 0.092
H -0.728 -20.983 6.039 0.084
H -1.155 -21.126 7.780 0.090
H -1.433 -23.247 5.038 0.119
H 0.287 -23.110 5.352 0.092
H -1.374 -25.457 6.166 0.146
H 1.131 -26.239 6.685 0.060
H 0.535 -24.936 7.797 0.089
H 1.489 -24.457 6.379 0.086
H -1.137 -25.350 4.043 0.091
H 0.484 -25.164 4.013 0.033
C 2.809 -24.476 3.039 -0.087
O 2.068 -23.320 3.472 -0.203
C 2.383 -22.198 2.703 -0.211
C 3.824 -21.693 2.879 -0.430
C 4.251 -21.769 4.331 -0.048
N 3.916 -20.312 2.360 0.072
H 2.598 -24.656 1.974 0.083
H 2.398 -25.350 3.563 0.062
H 3.848 -24.396 3.242 0.062
H 2.150 -22.388 1.625 0.108
H 1.657 -21.457 3.070 0.131
H 4.483 -22.359 2.266 0.124
H 4.121 -22.838 4.649 0.075
H 3.501 -21.248 4.977 0.097
H 5.293 -21.416 4.362 0.059
H 4.896 -20.109 2.322 0.038
H 3.620 -20.399 1.362 0.083
C 1.151 -27.684 1.775 -0.060
C 2.004 -28.480 2.732 -0.471
C 3.468 -27.959 2.706 -0.060
O 1.442 -28.486 4.051 -0.076
H 1.490 -27.794 0.719 0.096
H 1.219 -26.644 2.040 0.035
H 0.069 -27.820 1.914 0.090
H 2.044 -29.557 2.532 0.135
H 4.153 -28.642 3.165 0.057
H 3.539 -26.917 3.149 0.059
H 3.839 -27.918 1.653 0.088
H 0.991 -27.623 4.223 0.058
C 1.835 -16.399 5.203 -0.054
C 1.865 -17.701 4.397 -0.481
C 0.478 -18.073 3.827 -0.044
O 2.828 -17.527 3.345 -0.084
H 1.639 -15.571 4.504 0.088
H 2.811 -16.243 5.658 0.066
H 1.070 -16.471 5.987 0.083
H 2.202 -18.535 5.033 0.127
H -0.044 -17.205 3.466 0.073
H -0.122 -18.482 4.633 0.065
H 0.614 -18.835 3.063 0.054
H 2.964 -18.382 2.935 0.022
C 8.051 -23.382 4.660 -0.073
C 8.828 -22.915 5.858 -0.498
C 10.288 -23.150 5.682 -0.063
O 8.666 -21.493 6.092 -0.064
H 8.204 -22.800 3.768 0.076
H 6.966 -23.506 4.804 0.067
H 8.382 -24.396 4.423 0.080
H 8.408 -23.441 6.732 0.118
H 10.549 -24.219 5.521 0.093
H 10.921 -22.724 6.437 0.071
H 10.596 -22.607 4.758 0.096
H 7.711 -21.440 6.273 0.055
C 0.139 -23.626 0.088 -0.057
C -1.028 -22.884 0.688 -0.484
C -1.876 -22.206 -0.275 -0.061
O -1.807 -23.820 1.485 -0.042
H 0.952 -22.941 -0.162 0.044
H -0.122 -24.255 -0.783 0.099
H 0.500 -24.357 0.828 0.073
H -0.636 -22.229 1.418 0.119
H -1.287 -21.563 -0.952 0.081
H -2.596 -21.543 0.171 0.087
H -2.340 -22.911 -0.943 0.089
H -2.687 -23.794 1.172 0.048
C 1.302 -19.428 -2.816 -0.052
C 1.515 -19.362 -1.322 -0.494
C 0.320 -18.900 -0.515 -0.052
O 1.844 -20.676 -0.805 -0.105
H 0.310 -19.883 -3.009 0.095
H 2.145 -19.890 -3.297 0.074
H 1.327 -18.406 -3.154 0.077
H 2.451 -18.758 -1.125 0.145
H -0.612 -19.358 -0.926 0.074
H 0.181 -17.817 -0.652 0.083
H 0.412 -19.143 0.587 0.087
H 2.442 -21.061 -1.458 0.041
C 5.311 -22.207 8.119 -0.049
C 4.786 -21.595 9.410 -0.471
C 3.732 -20.561 9.130 -0.072
O 4.253 -22.654 10.257 -0.091
H 4.549 -22.606 7.463 0.080
H 6.099 -22.865 8.430 0.039
H 5.836 -21.403 7.616 0.057
H 5.555 -21.215 10.062 0.135
H 3.120 -20.817 8.289 0.056
H 4.186 -19.509 8.918 0.108
H 3.043 -20.289 9.956 0.083
H 3.506 -23.119 9.770 0.113
```

Model two:
Molecular formula: C38H103N5O11
Method: DFT, ωB97M-V/def2-TZVPD

HOMO energy   -0.327 Eh
LUMO level   0.6 eV

```
157
Properties=species:S:1:pos:R:3:lowdin_charge:R:1
C 2.833 -0.648 -5.635 -0.099
O 2.241 -1.296 -4.518 -0.224
C 1.063 -0.699 -3.939 -0.167
C -0.195 -0.983 -4.768 -0.414
C -1.402 -0.318 -4.152 -0.049
N -0.446 -2.418 -4.868 0.070
H 2.273 -0.650 -6.578 0.082
H 3.813 -1.077 -5.825 0.085
H 2.896 0.428 -5.405 0.087
H 0.993 -1.063 -2.942 0.098
H 1.242 0.347 -3.899 0.099
H -0.063 -0.599 -5.765 0.128
H -1.315 -0.565 -3.104 0.072
H -2.352 -0.635 -4.552 0.082
H -1.386 0.748 -4.219 0.044
H 0.457 -2.874 -5.030 0.076
H -0.905 -2.786 -4.071 0.033
C 4.753 2.922 0.677 -0.061
O 3.415 3.435 0.835 -0.201
C 3.077 3.475 2.169 -0.261
C 1.956 4.441 2.314 -0.479
C 0.718 4.012 1.655 -0.063
N 2.408 5.716 1.825 0.047
H 4.720 1.872 0.958 0.081
H 5.490 3.479 1.300 0.103
H 4.965 3.047 -0.350 0.071
H 2.782 2.452 2.544 0.120
H 3.915 3.870 2.766 0.130
H 1.829 4.523 3.421 0.156
H 0.910 3.747 0.610 0.058
H -0.082 4.745 1.653 0.077
H 0.348 3.108 2.164 0.071
H 2.487 5.731 0.820 0.070
H 1.713 6.416 2.125 0.086
C 1.474 3.308 -2.464 -0.079
O 0.215 2.740 -2.834 -0.195
C -0.814 3.449 -2.149 -0.215
C -2.210 2.836 -2.367 -0.435
C -2.596 3.102 -3.781 -0.079
N -3.180 3.493 -1.453 0.044
H 1.526 3.281 -1.419 0.036
H 1.551 4.348 -2.812 0.098
H 2.264 2.683 -2.922 0.094
H -0.596 3.485 -1.087 0.094
H -0.888 4.507 -2.497 0.136
H -2.179 1.784 -2.118 0.119
H -1.754 2.765 -4.439 0.086
H -2.800 4.208 -3.943 0.106
H -3.508 2.554 -4.130 0.080
H -3.051 3.294 -0.433 0.090
H -3.302 4.495 -1.648 0.096
C 2.393 -4.193 -2.400 -0.111
O 3.125 -4.308 -1.224 -0.207
C 2.373 -3.890 -0.023 -0.114
C 3.284 -3.182 0.967 -0.437
C 4.409 -4.048 1.419 -0.033
N 2.443 -2.790 2.059 0.046
H 1.480 -4.770 -2.290 0.076
H 3.004 -4.487 -3.265 0.110
H 2.134 -3.153 -2.577 0.059
H 1.526 -3.280 -0.315 0.094
H 2.005 -4.857 0.473 0.143
H 3.658 -2.348 0.462 0.089
H 4.168 -5.042 1.680 0.065
H 4.881 -3.670 2.344 0.100
H 5.202 -4.097 0.693 0.070
H 2.967 -2.159 2.699 0.125
H 2.286 -3.633 2.636 0.081
C -4.645 1.786 1.770 -0.097
O -3.702 2.813 1.761 -0.234
C -2.956 3.085 2.936 -0.195
C -3.476 4.287 3.730 -0.405
C -3.696 5.457 2.732 -0.053
N -2.350 4.632 4.630 0.033
H -5.014 1.506 0.784 0.064
H -5.571 2.178 2.306 0.107
H -4.224 0.967 2.365 0.085
H -3.005 2.195 3.579 0.112
H -1.963 3.371 2.647 0.094
H -4.389 4.131 4.283 0.130
H -4.361 5.144 1.918 0.077
H -2.745 5.862 2.384 0.072
H -4.185 6.271 3.346 0.092
H -2.334 5.664 4.685 0.081
H -2.564 4.359 5.589 0.081
C -4.669 0.057 -2.838 -0.056
C -5.863 0.997 -2.559 -0.467
C -7.123 0.232 -2.132 -0.058
O -5.563 1.890 -1.460 -0.110
H -4.409 -0.428 -1.883 0.080
H -3.795 0.669 -3.154 0.041
H -4.893 -0.720 -3.592 0.089
H -6.090 1.664 -3.432 0.139
H -8.043 0.838 -2.235 0.085
H -6.937 -0.137 -1.130 0.075
H -7.250 -0.645 -2.775 0.073
H -4.867 2.552 -1.676 0.041
C 1.304 0.508 4.660 -0.065
C 0.004 1.220 4.754 -0.510
C -1.123 0.597 5.609 -0.040
O 0.282 2.569 5.161 -0.077
H 2.007 1.152 4.131 0.057
H 1.221 -0.492 4.168 0.088
H 1.663 0.407 5.708 0.099
H -0.374 1.318 3.689 0.113
H -2.134 0.961 5.427 0.056
H -0.869 0.621 6.693 0.090
H -1.102 -0.484 5.389 0.077
H -0.514 3.090 4.935 0.051
C -0.346 -4.432 3.523 -0.035
C 0.265 -5.769 3.123 -0.471
C -0.382 -6.243 1.839 -0.054
O 1.677 -5.596 3.016 -0.056
H -0.106 -3.663 2.826 0.043
H 0.086 -4.311 4.504 0.084
H -1.419 -4.481 3.550 0.083
H 0.004 -6.448 3.923 0.130
H -1.443 -6.285 1.940 0.070
H 0.002 -7.258 1.552 0.098
H -0.275 -5.610 0.952 0.049
H 2.005 -6.344 2.523 0.083
C -0.733 0.340 0.651 -0.039
C 0.444 -0.606 0.562 -0.432
C 1.748 0.064 1.024 -0.031
O 0.066 -1.672 1.501 -0.123
H -1.614 -0.128 0.270 0.061
H -0.402 1.191 0.089 0.061
H -0.940 0.688 1.672 0.073
H 0.583 -1.020 -0.463 0.124
H 2.568 -0.615 0.879 0.038
H 1.685 0.416 2.043 0.051
H 1.924 0.872 0.274 0.096
H 0.921 -2.131 1.688 -0.006
C 4.226 -1.020 -1.805 -0.053
C 5.405 -1.795 -2.324 -0.481
C 6.684 -1.059 -2.453 -0.061
O 5.653 -2.875 -1.386 -0.073
H 3.968 -0.235 -2.524 0.084
H 4.355 -0.524 -0.817 0.090
H 3.357 -1.628 -1.724 0.042
H 5.102 -2.249 -3.277 0.138
H 6.955 -0.726 -1.457 0.084
H 6.619 -0.202 -3.156 0.091
H 7.518 -1.614 -2.875 0.079
H 4.767 -3.285 -1.262 0.042
C -3.093 -3.125 0.070 -0.052
C -2.210 -2.980 -1.162 -0.454
C -1.088 -4.035 -1.161 -0.046
O -2.996 -3.247 -2.357 -0.069
H -2.544 -2.763 0.913 0.053
H -3.350 -4.163 0.404 0.095
H -4.027 -2.555 0.004 0.076
H -1.788 -1.977 -1.179 0.106
H -0.625 -3.913 -0.182 0.048
H -0.406 -3.954 -2.024 0.060
H -1.565 -5.025 -1.147 0.094
H -3.565 -2.482 -2.546 0.057
```

Which is the most stable structure? model two is the most stable.

Model one:
Molecular formula: CH4N2O2
Method: DFT, ωB97M-V/def2-TZVPD

HOMO energy   -0.355 Eh
LUMO level   0.8 eV

```
9
Properties=species:S:1:pos:R:3:lowdin_charge:R:1
H -0.510 -1.956 1.963 0.043
N 0.153 -1.237 2.001 0.107
N 0.230 -0.437 1.118 -0.090
O -0.679 -0.506 0.071 -0.112
C -0.331 0.568 -0.821 -0.265
O 1.060 0.414 -1.011 -0.086
H -0.441 1.420 -0.222 0.089
H -0.956 0.420 -1.857 0.177
H 1.474 1.315 -1.242 0.138
```

Model two:
Molecular formula: CH4N2O2
Method: DFT, ωB97M-V/def2-TZVPD

HOMO energy   -0.370 Eh
LUMO level   0.5 eV

```
9
Properties=species:S:1:pos:R:3:lowdin_charge:R:1
H -2.078 0.975 -0.902 0.062
N -1.841 0.508 -0.026 0.053
N -2.085 -0.668 -0.331 -0.129
O -1.761 -1.535 0.660 -0.070
H -1.357 -1.266 1.506 0.109
C 1.282 -0.068 -0.960 -0.160
O 2.332 -0.391 -0.518 0.011
H 0.331 -0.552 -0.506 0.058
H 1.066 0.687 -1.697 0.067
```

Model three:
Molecular formula: CH4N2O2
Method: DFT, ωB97M-V/def2-TZVPD

HOMO energy (spin up / spin down)   -0.297 / -0.279 Eh
LUMO level (spin up / spin down)   -0.1 / -0.4 eV

```
9
Properties=species:S:1:pos:R:3:lowdin_charge:R:1
C -0.020 -0.723 -0.039 0.049
N -0.262 0.653 0.057 0.027
N 2.353 0.055 0.014 -0.352
O 2.212 1.223 -0.064 -0.021
O 3.387 -0.621 0.001 -0.058
H -0.026 -1.258 0.862 0.050
H -0.121 -1.208 -1.057 0.102
H -0.294 1.045 0.907 0.039
H -0.759 1.169 -0.759 0.164
```

Model four:
Molecular formula: CH4N2O2
Method: DFT, ωB97M-V/def2-TZVPD

HOMO energy (spin up / spin down)   -0.354 / -0.314 Eh
LUMO level (spin up / spin down)   -0.2 / -0.6 eV

```
9
Properties=species:S:1:pos:R:3:lowdin_charge:R:1
C -1.440 0.189 -0.030 -0.257
N 2.189 -0.754 0.004 0.214
N 1.412 0.145 -0.003 -0.226
O 1.155 1.268 0.041 0.130
O -0.528 -0.817 -0.038 -0.180
H -1.720 0.336 -1.038 0.062
H -0.874 1.045 0.402 0.076
H -2.267 0.336 0.646 0.074
H 2.073 -1.748 0.017 0.107
```

Which is the most stable structure? model one is the most stable.

Model one:
Molecular formula: CH4N2O2
Method: DFT, ωB97M-V/def2-TZVPD

HOMO energy (spin up / spin down)   -0.331 / -0.331 Eh
LUMO level (spin up / spin down)   -0.7 / -0.7 eV

```
9
Properties=species:S:1:pos:R:3:lowdin_charge:R:1
C -1.651 0.096 0.631 -0.616
N 1.493 0.209 -0.854 0.082
N 1.022 -0.185 0.243 0.093
O -2.833 -0.029 0.773 0.010
O -0.921 -0.549 -0.165 -0.080
H -1.023 0.879 1.361 0.143
H 1.612 -0.421 -1.607 0.129
H 1.399 1.188 -0.795 0.123
H 0.902 -1.188 0.413 0.116
```

Model two:
Molecular formula: CH4N2O2
Method: DFT, ωB97M-V/def2-TZVPD

HOMO energy (spin up / spin down)   -0.363 / -0.357 Eh
LUMO level (spin up / spin down)   -0.6 / -0.4 eV

```
9
Properties=species:S:1:pos:R:3:lowdin_charge:R:1
C 0.123 0.482 0.021 -0.051
N -1.791 -0.865 0.046 -0.161
N -1.291 0.277 -0.128 -0.078
O -2.928 -1.273 -0.005 0.058
O -2.204 1.886 0.077 -0.206
H 0.524 -0.433 0.331 0.057
H 0.208 1.160 0.752 0.037
H 0.754 0.860 -0.928 0.156
H -1.092 -1.629 0.042 0.188
```

Model three:
Molecular formula: CH4N2O2
Method: DFT, ωB97M-V/def2-TZVPD

HOMO energy   -0.333 Eh
LUMO level   0.9 eV

```
9
Properties=species:S:1:pos:R:3:lowdin_charge:R:1
H 3.011 -0.848 -1.231 0.093
N 2.060 -1.435 -1.122 -0.059
N 1.195 -0.894 -0.470 -0.042
H 0.414 -1.530 -0.284 0.049
O -2.193 -0.059 0.823 0.090
C -1.379 0.758 1.030 -0.424
O -0.847 1.551 0.064 0.034
H -0.815 0.996 1.909 0.130
H -1.446 1.461 -0.719 0.129
```

Model four:
Molecular formula: CH4N2O2
Method: DFT, ωB97M-V/def2-TZVPD

HOMO energy (spin up / spin down)   -0.333 / -0.333 Eh
LUMO level (spin up / spin down)   -0.1 / -0.1 eV

```
9
Properties=species:S:1:pos:R:3:lowdin_charge:R:1
H -1.677 -1.648 -0.087 -0.021
N -2.238 -0.800 -0.007 0.095
N -1.022 0.232 -0.011 -0.342
O -1.173 1.410 -0.157 0.090
O 0.092 -0.473 -0.050 -0.084
C 1.343 0.223 0.017 0.008
H 1.917 -0.586 -0.040 0.054
H 1.263 0.679 1.035 0.123
H 1.495 0.963 -0.698 0.077
```

Which is the most stable structure? model three is the most stable.